{
  "formula": "C2H8N5O",
  "method": "ωB97M-V with the def2-TZVPD basis set",
  "e_homo_ev": -13.427,
  "largest_force_ev_per_a": 4.88,
  "de_lowest_kcal_mol": 84.59,
  "charge": 1,
  "e_tot_ha": -429.650382,
  "symbols": ["C", "C", "N", "N", "N", "N", "N", "O", "H", "H", "H", "H", "H", "H", "H", "H"],
  "coordinates": [[1.5045, -0.7277, -0.2966], [0.3788, -1.6046, -0.0769], [-1.2202, 1.1134, 0.2691], [2.6889, 1.1144, 0.1146], [-3.0498, -0.0557, -0.0366], [1.6235, 0.4607, 0.2505], [-2.3367, 0.9343, -0.2901], [-0.6702, -1.2932, 0.4947], [2.4870, -1.2218, -0.5470], [0.4063, -2.5051, -0.6462], [-0.5029, 0.4484, 0.6263], [3.4727, 0.5156, -0.2635], [2.6092, 1.9640, 0.5144], [-3.9936, -0.2429, -0.3346], [-2.5717, -0.8457, 0.4081], [-0.8259, 1.9458, -0.1860]],
  "forces_ev_per_angstrom": [[2.4373, -0.4816, 1.4562], [-1.0715, 1.5262, -0.4270], [1.4312, 2.0674, -1.5613], [1.7302, -4.1537, -1.8994], [1.2016, -2.7491, 1.3001], [-3.4667, -1.7726, -0.6299], [-1.7643, 1.4140, -0.2945], [0.9343, -0.6830, 0.2277], [-1.0849, 0.2862, -0.5046], [0.2622, -1.2273, -0.1681], [-1.2350, -0.3580, 0.2861], [-0.2577, 2.0229, 0.5783], [1.1527, 3.4592, 1.3761], [-0.0616, 1.0208, -0.7673], [-0.2766, -0.0461, 0.2928], [0.0687, -0.3252, 0.7349]],
  "nbo_charge": [-0.230, 0.410, -0.475, -0.483, -0.455, -0.119, 0.162, -0.639, 0.178, 0.161, 0.446, 0.390, 0.407, 0.432, 0.416, 0.401]
}



{
  "formula": "C2H8N5O",
  "method": "ωB97M-V with the def2-TZVPD basis set",
  "e_homo_ev": [-12.909, -12.910],
  "largest_force_ev_per_a": 3.91,
  "de_lowest_kcal_mol": 135.58,
  "charge": 1,
  "e_tot_ha": -429.569132,
  "smiles": "[H]/N=[N+](\\N)[C@@H]1O[C@H]1NN",
  "symbols": ["C", "C", "N", "N", "N", "N", "N", "O", "H", "H", "H", "H", "H", "H", "H", "H"],
  "coordinates": [[0.8198, -0.3592, 0.0291], [-0.6730, -0.0721, -0.8031], [-2.6015, 1.0659, -0.6070], [2.9221, 0.6011, 0.2412], [-2.1048, -0.5573, 0.9537], [2.0064, -0.1124, -0.5099], [-1.8313, 0.1548, -0.1442], [-0.0469, -1.3201, -0.4599], [0.9535, -0.1479, 1.1598], [-0.3719, 0.3513, -1.8332], [-3.2013, 1.4003, 0.1365], [3.1924, 0.1319, 1.0960], [3.2414, 1.4253, -0.1573], [-1.3783, -1.2132, 1.1822], [-3.0785, -0.7188, 1.1288], [2.1520, -0.6295, -1.4127]],
  "forces_ev_per_angstrom": [[-0.8993, 0.3409, 2.5241], [3.6253, -0.5199, -1.3648], [1.4459, -0.5774, 0.3309], [-1.2505, -2.4919, 0.1410], [0.7159, 0.5265, 0.3250], [-0.1788, -0.9882, -1.9524], [-2.4042, 1.7861, -0.9262], [0.7647, 0.6394, -0.1588], [-1.4844, -0.2353, -1.6489], [-1.5185, -0.5479, 1.9046], [-0.6523, -0.2871, 0.2338], [0.6289, 0.5665, -0.4943], [0.8033, 1.4630, -0.2331], [-0.2640, -0.4655, 0.1060], [-0.1816, -0.1448, 0.0523], [0.8495, 0.9356, 1.1607]],
  "nbo_charge": [0.356, 0.072, -0.341, -0.667, -0.580, -0.422, 0.146, -0.465, 0.213, 0.275, 0.349, 0.399, 0.405, 0.423, 0.428, 0.408]
}



{
  "formula": "C2H8NO",
  "method": "ωB97M-V with the def2-TZVPD basis set",
  "e_homo_ev": -2.769,
  "largest_force_ev_per_a": 0.75,
  "de_lowest_kcal_mol": 10.20,
  "charge": -1,
  "e_tot_ha": -210.967994,
  "symbols": ["O", "H", "C", "N", "C", "H", "H", "H", "H", "H", "H", "H"],
  "coordinates": [[2.5308, -0.0317, -0.1786], [3.2845, 0.1503, 0.3954], [-0.7126, -1.1748, -0.2267], [-0.0914, -0.0939, 0.5219], [-0.7166, 1.1721, 0.2024], [-0.0220, -2.0175, -0.2787], [-1.6109, -1.5397, 0.2669], [-0.9527, -0.9098, -1.2672], [0.9266, -0.0702, 0.2511], [-0.5944, 1.4401, -0.8687], [-0.2602, 1.9780, 0.7808], [-1.7812, 1.0972, 0.4012]],
  "forces_ev_per_angstrom": [[0.1135, 0.0129, -0.1511], [-0.1800, -0.0339, -0.0231], [0.5457, 0.0490, 0.2125], [-0.2171, -0.2518, -0.3443], [0.5699, -0.3060, -0.3758], [0.0967, 0.0110, 0.0577], [-0.4294, 0.0152, 0.0196], [-0.1327, 0.0791, -0.1235], [0.2575, 0.1887, 0.3576], [-0.1075, 0.0033, 0.1051], [-0.1425, -0.0323, 0.0905], [-0.3740, 0.2648, 0.1748]],
  "nbo_charge": [-1.330, 0.403, -0.413, -0.683, -0.404, 0.201, 0.150, 0.138, 0.454, 0.143, 0.188, 0.153]
}



{
  "formula": "C2H8NO",
  "method": "ωB97M-V with the def2-TZVPD basis set",
  "e_homo_ev": -2.671,
  "largest_force_ev_per_a": 5.08,
  "de_lowest_kcal_mol": 33.15,
  "charge": -1,
  "e_tot_ha": -210.931419,
  "symbols": ["O", "H", "C", "N", "C", "H", "H", "H", "H", "H", "H", "H"],
  "coordinates": [[-1.1281, -2.0536, 0.7589], [-0.4174, -2.7190, 0.9779], [0.5352, 0.2723, -1.3243], [-0.4223, 0.0700, -0.2027], [-0.0450, 0.9611, 0.8818], [0.3336, -0.7032, -1.9309], [0.1582, 1.1570, -2.0363], [1.5270, 0.4144, -1.0067], [-0.4708, -0.8956, 0.3008], [0.4856, 0.4695, 1.7370], [-1.0410, 1.2083, 1.3326], [0.4849, 1.8187, 0.5121]],
  "forces_ev_per_angstrom": [[1.3038, -1.9055, 0.9074], [-1.1711, 0.8432, -0.2177], [-4.5372, -1.5892, -1.6381], [2.1062, 2.0929, -0.6037], [-2.1526, -0.7650, 0.9957], [1.0993, 1.6426, 0.5634], [1.0033, -1.4907, 1.4432], [1.6943, 0.1269, 0.0951], [-0.7039, -0.6061, -1.1365], [0.2532, 0.2140, -0.6408], [0.8783, 0.6733, 0.0838], [0.2263, 0.7636, 0.1483]],
  "nbo_charge": [-1.237, 0.394, -0.426, -0.704, -0.430, 0.196, 0.139, 0.144, 0.437, 0.153, 0.181, 0.152]
}



{
  "formula": "C2H8NO",
  "method": "ωB97M-V with the def2-TZVPD basis set",
  "e_homo_ev": -2.502,
  "largest_force_ev_per_a": 3.95,
  "de_lowest_kcal_mol": 31.81,
  "charge": -1,
  "e_tot_ha": -210.933548,
  "symbols": ["O", "H", "C", "N", "C", "H", "H", "H", "H", "H", "H", "H"],
  "coordinates": [[-1.1252, -2.7846, -0.0408], [-0.7525, -3.4429, 0.5513], [-0.5874, 1.3295, -0.6158], [-0.1295, 0.0101, -0.1767], [1.0939, 0.1880, 0.6210], [0.2174, 1.8935, -1.1844], [-1.4623, 1.2171, -1.2466], [-1.0035, 1.9708, 0.2121], [-0.4710, -0.9413, -0.2249], [1.9545, 0.2121, -0.0624], [1.1861, -0.7772, 1.0415], [1.0795, 1.1248, 1.1257]],
  "forces_ev_per_angstrom": [[0.1190, 0.4392, -0.1511], [0.0716, -0.0534, 0.0801], [-0.5367, -1.2928, -0.0793], [1.7256, 3.4864, 0.6832], [-0.9827, -1.3725, -3.2689], [-0.7557, -0.4416, 0.5767], [-0.0408, -0.0446, -0.5449], [0.7823, -0.2698, -0.2146], [-1.1740, -0.6563, -0.2308], [0.3854, 0.4378, -0.1341], [0.4208, -0.5644, 1.8991], [-0.0148, 0.3320, 1.3846]],
  "nbo_charge": [-1.350, 0.394, -0.404, -0.696, -0.428, 0.148, 0.194, 0.142, 0.478, 0.137, 0.222, 0.162]
}



{
  "formula": "C2H8NO",
  "method": "ωB97M-V with the def2-TZVPD basis set",
  "e_homo_ev": -15.890,
  "largest_force_ev_per_a": 0.76,
  "de_lowest_kcal_mol": 7.95,
  "charge": 1,
  "e_tot_ha": -210.740439,
  "symbols": ["O", "H", "H", "H", "C", "C", "N", "H", "H", "H", "H", "H"],
  "coordinates": [[0.1183, 1.9387, 0.7999], [-0.0341, 2.7495, 0.2962], [0.4286, 2.2454, 1.6600], [-0.3784, -2.1334, 1.0016], [-0.1629, -1.1105, 0.7239], [-0.3986, -0.9633, -0.7097], [0.4075, -0.3097, -1.4512], [0.8040, -0.7012, 0.9917], [-0.8771, -0.4552, 1.2443], [-1.2818, -1.4099, -1.1458], [1.1417, 0.2206, -0.9934], [0.2327, -0.0711, -2.4176]],
  "forces_ev_per_angstrom": [[0.0859, 0.0516, -0.2425], [-0.0195, -0.0849, 0.1497], [-0.0110, -0.0053, -0.0176], [0.2469, -0.2176, 0.3412], [-0.3036, 0.6566, -0.0800], [-0.1759, -0.0575, 0.2960], [-0.0249, 0.7619, 0.0227], [0.2713, -0.4605, 0.1920], [-0.1778, -0.2190, -0.1578], [-0.0150, -0.0490, -0.3000], [0.2368, -0.0702, -0.0296], [-0.1132, -0.3060, -0.1741]],
  "nbo_charge": [-0.980, 0.490, 0.494, 0.278, -0.708, 0.354, -0.599, 0.251, 0.305, 0.234, 0.440, 0.442]
}



{
  "formula": "C2H8NO",
  "method": "ωB97M-V with the def2-TZVPD basis set",
  "e_homo_ev": -15.381,
  "largest_force_ev_per_a": 3.07,
  "de_lowest_kcal_mol": 122.82,
  "charge": 1,
  "e_tot_ha": -210.557384,
  "symbols": ["C", "C", "N", "H", "H", "H", "H", "H", "H", "H", "H", "O"],
  "coordinates": [[-0.3780, -0.9994, 0.4014], [0.3667, 1.1145, 1.1224], [0.3045, 0.2064, 0.0469], [-1.4226, -0.7918, 0.7026], [0.1205, -1.3772, 1.3181], [-0.3311, -1.7176, -0.4134], [0.8397, 2.0374, 0.7988], [0.8845, 0.6860, 2.0049], [-0.6318, 1.4398, 1.4885], [0.0084, -0.1018, -1.6832], [0.2994, 0.0160, -3.2487], [-0.0601, -0.5122, -2.5382]],
  "forces_ev_per_angstrom": [[1.1346, 0.1113, -0.8520], [0.6270, 1.3085, -0.8725], [-1.5816, -0.7691, 2.5207], [0.0969, 0.1706, 0.1054], [-0.2725, -0.0390, -0.0058], [-0.1201, 0.0153, 0.0258], [0.3432, -0.0969, 0.0503], [-0.2528, -0.1222, -0.1741], [-0.0988, -0.6582, -0.0192], [0.6028, 0.8327, -0.6595], [0.1654, 0.4680, 0.0969], [-0.6440, -1.2211, -0.2161]],
  "nbo_charge": [-0.557, -0.567, 0.215, 0.336, 0.317, 0.289, 0.268, 0.331, 0.338, 0.449, 0.499, -0.918]
}



{
  "formula": "C2H8NO",
  "method": "ωB97M-V with the def2-TZVPD basis set",
  "e_homo_ev": -15.559,
  "largest_force_ev_per_a": 1.42,
  "de_lowest_kcal_mol": 24.36,
  "charge": 1,
  "e_tot_ha": -210.714278,
  "symbols": ["C", "C", "N", "H", "H", "H", "H", "H", "H", "H", "H", "O"],
  "coordinates": [[0.4271, -2.1361, 0.7827], [-0.3903, -0.3372, -0.5765], [-0.0853, -0.7811, 0.5715], [0.7821, -2.2346, 1.8004], [1.3432, -2.2788, 0.2326], [-0.3014, -2.9093, 0.5894], [-0.3206, -0.9859, -1.4417], [-0.9564, 0.5676, -0.7347], [-0.3072, -0.2396, 1.4023], [-0.6162, 3.3376, -0.4241], [0.5142, 3.0388, -1.4449], [0.0296, 2.6863, -0.7027]],
  "forces_ev_per_angstrom": [[1.0883, -0.1387, 0.8211], [-1.3282, -0.3680, -0.3257], [-0.2921, -0.2720, -0.2269], [-0.3603, 0.1320, 0.3711], [0.0130, -0.0403, -0.7182], [-0.2957, 0.0757, -0.2372], [0.6200, -0.1086, 0.0322], [0.4921, 0.5602, 0.3791], [0.1158, 0.2126, -0.1076], [0.0431, 0.3395, -0.1372], [0.1001, 0.4157, -0.2704], [-0.1962, -0.8080, 0.4197]],
  "nbo_charge": [-0.456, 0.157, -0.384, 0.249, 0.249, 0.252, 0.220, 0.259, 0.447, 0.491, 0.492, -0.976]
}



{
  "formula": "C2H8NO",
  "method": "ωB97M-V with the def2-TZVPD basis set",
  "e_homo_ev": -14.546,
  "largest_force_ev_per_a": 0.58,
  "de_lowest_kcal_mol": 6.63,
  "charge": 1,
  "e_tot_ha": -210.742545,
  "symbols": ["N", "H", "H", "H", "H", "O", "C", "C", "H", "H", "H", "H"],
  "coordinates": [[-1.6873, 1.7079, 0.2886], [-1.7428, 2.2233, 1.1708], [-1.7979, 2.3470, -0.5001], [-2.4716, 1.0560, 0.2527], [-0.7690, 1.2128, 0.2204], [0.5396, 0.4509, -0.5370], [1.3151, -0.3911, -0.1064], [1.1248, -1.8487, -0.2609], [2.2273, -0.0499, 0.3979], [1.6715, -2.2316, -1.1377], [1.5185, -2.3698, 0.6083], [0.0718, -2.1068, -0.3968]],
  "forces_ev_per_angstrom": [[-0.3224, 0.1659, 0.3344], [-0.0004, 0.0706, -0.1662], [0.2264, 0.0855, 0.0390], [0.1390, -0.1904, 0.0352], [-0.0622, -0.0287, -0.4446], [-0.0759, -0.2579, 0.5106], [0.0191, 0.2667, -0.5115], [-0.2721, -0.4707, -0.0699], [0.1371, 0.0059, 0.0591], [0.0012, 0.2880, 0.2075], [0.1019, -0.0583, 0.0578], [0.1084, 0.1235, -0.0515]],
  "nbo_charge": [-0.874, 0.446, 0.453, 0.447, 0.482, -0.635, 0.505, -0.744, 0.144, 0.281, 0.253, 0.241]
}



{
  "formula": "C2H8NO2",
  "method": "ωB97M-V with the def2-TZVPD basis set",
  "e_homo_ev": -3.284,
  "largest_force_ev_per_a": 3.92,
  "de_lowest_kcal_mol": 19.07,
  "charge": -1,
  "e_tot_ha": -286.216881,
  "symbols": ["C", "O", "C", "N", "H", "H", "H", "H", "H", "H", "H", "H", "O"],
  "coordinates": [[-0.1093, -0.5133, -1.0339], [-1.4282, -0.4366, -0.6204], [0.6600, 0.8781, -0.7257], [0.9105, 1.2580, 0.7790], [-0.0547, -0.5843, -2.1595], [0.4924, -1.3767, -0.5135], [-0.0264, 1.5523, -1.1798], [1.5266, 0.8451, -1.3010], [1.2898, 0.4522, 1.2871], [0.0211, 1.5199, 1.2204], [-0.5966, -1.7195, 1.6808], [-1.5044, -0.8999, 0.7247], [-1.1809, -0.9753, 1.8419]],
  "forces_ev_per_angstrom": [[-0.0826, 1.0242, 1.3529], [0.5605, -0.8372, 0.0453], [-1.8657, -2.0247, 2.7863], [-0.0837, -0.1636, -2.2222], [0.2793, -0.3670, 0.5970], [-0.6594, 0.9859, -0.9251], [-0.4265, 1.0829, 0.0039], [2.0996, 0.2744, -0.5825], [-0.5786, 0.2757, -0.3988], [0.4215, -0.6846, -0.4326], [0.2828, -0.2196, 0.4446], [0.8706, 1.1691, 1.0002], [-0.8178, -0.5155, -1.6691]],
  "nbo_charge": [-0.031, -0.918, -0.248, -0.880, 0.108, 0.084, 0.177, 0.146, 0.351, 0.371, 0.424, 0.502, -1.086]
}



{
  "formula": "C2H8NO2",
  "method": "ωB97M-V with the def2-TZVPD basis set",
  "e_homo_ev": -3.696,
  "largest_force_ev_per_a": 1.56,
  "de_lowest_kcal_mol": 2.81,
  "charge": -1,
  "e_tot_ha": -286.242784,
  "symbols": ["C", "O", "C", "N", "H", "H", "H", "H", "H", "H", "H", "H", "O"],
  "coordinates": [[-0.5143, 1.1966, -0.1259], [0.0255, 1.0797, 1.1479], [0.0777, 0.1650, -1.1160], [-0.2406, -1.2161, -0.8779], [-0.2653, 2.1907, -0.5384], [-1.6149, 1.1614, -0.1134], [1.1460, 0.3209, -0.9165], [-0.0828, 0.5202, -2.1434], [-1.2450, -1.3051, -0.7403], [0.2249, -1.5029, -0.0142], [1.5510, -1.3767, 2.2068], [0.2489, 0.0777, 1.4286], [0.6890, -1.3113, 1.8025]],
  "forces_ev_per_angstrom": [[0.2443, -0.1862, -0.3624], [-0.0571, -0.2116, 0.2959], [0.5484, 1.2476, 0.7675], [-0.3837, -0.2298, -0.6896], [0.0170, 0.0305, 0.1132], [-0.2339, -0.2404, -0.0346], [0.0979, -0.3586, -0.3015], [-0.3066, -0.3198, -0.0749], [0.1819, -0.0822, 0.0907], [-0.0695, -0.0621, 0.4222], [0.2944, 0.0994, 0.1142], [0.1912, 0.2422, -0.0653], [-0.5244, 0.0709, -0.2755]],
  "nbo_charge": [-0.050, -0.817, -0.242, -0.885, 0.125, 0.110, 0.184, 0.146, 0.327, 0.431, 0.420, 0.518, -1.266]
}



{
  "formula": "C2H8NO2",
  "method": "ωB97M-V with the def2-TZVPD basis set",
  "e_homo_ev": [-12.463, -10.219],
  "largest_force_ev_per_a": 1.08,
  "de_lowest_kcal_mol": 128.65,
  "charge": 1,
  "e_tot_ha": -285.813442,
  "symbols": ["C", "C", "N", "O", "O", "H", "H", "H", "H", "H", "H", "H", "H"],
  "coordinates": [[-0.8473, -0.2498, 2.1347], [0.0452, -0.3538, -1.4616], [0.5660, 0.9137, -2.1007], [0.2099, -0.4426, 2.8658], [0.2656, -0.3589, -0.0791], [-1.5666, -1.0201, 1.9177], [-1.0206, 0.7715, 1.8479], [-1.0086, -0.4829, -1.6908], [0.8764, 1.5801, -1.3801], [-0.1445, 1.3522, -2.6963], [1.3703, 0.6645, -2.6896], [0.3295, -1.3498, 3.1911], [0.9247, -1.0242, 0.1410]],
  "forces_ev_per_angstrom": [[0.1146, 0.3212, -0.6367], [-0.2264, -0.6248, 0.8543], [0.0640, -0.0912, 0.1187], [0.3079, -0.1826, 0.2892], [-0.0191, 0.2962, -0.7146], [-0.0170, -0.2648, 0.1044], [-0.0583, 0.1050, 0.1164], [0.0830, 0.1125, -0.1337], [-0.0722, -0.0527, -0.2060], [0.1999, 0.0545, 0.1044], [-0.1935, 0.2935, 0.1795], [-0.2232, 0.1022, -0.1171], [0.0402, -0.0691, 0.0413]],
  "nbo_charge": [0.162, 0.003, -0.729, -0.596, -0.713, 0.185, 0.187, 0.158, 0.438, 0.437, 0.443, 0.516, 0.511]
}